1.
Formula: C21H43N7O8P2
Source: OMol25
Level of theory: wB97M-V/def2-TZVPD

Calculated values
* structure (SMILES): O=C=NC1=C(CCCC(=O)O)C(=O)OC1=O.CN(C)P(=O)(N(C)C)N(C)C.CN(C)P(=O)(N(C)C)N(C)C
* HOMO energy: -7.89 eV

The geometry in ORCA input format:
```
! wB97M-V def2-TZVPD RIJCOSX def2/J DEFGRID3
* xyz 0 1
O -1.207 3.232 6.638
C -0.824 2.575 5.766
N -0.418 1.882 4.839
C -1.251 1.945 3.703
C -1.105 2.661 2.583
C 0.049 3.499 2.157
C 0.019 4.939 2.695
C 1.451 5.463 2.876
C 1.414 6.818 3.530
O 1.957 7.088 4.551
O 0.621 7.734 2.865
C -2.442 2.625 1.953
O -2.950 3.473 1.298
O -3.296 1.700 2.619
C -2.424 1.037 3.442
O -2.353 -0.142 3.573
H 0.120 3.454 1.070
H 0.940 2.995 2.541
H -0.436 4.905 3.688
H -0.570 5.561 2.027
H 1.991 5.493 1.929
H 1.967 4.765 3.533
H -0.219 7.783 3.337
C -5.171 -0.087 -2.196
N -3.773 0.179 -1.943
C -3.341 1.458 -2.477
P -2.497 -0.838 -1.368
O -2.006 0.014 -0.239
N -2.957 -2.178 -0.374
C -4.296 -2.732 -0.253
C -2.209 -2.221 0.889
N -2.304 -1.797 -2.783
C -1.199 -1.419 -3.661
C -3.383 -2.399 -3.526
H -5.394 -0.189 -3.269
H -5.781 0.740 -1.817
H -5.529 -0.982 -1.699
H -3.043 1.390 -3.535
H -2.493 1.848 -1.913
H -4.140 2.197 -2.398
H -5.079 -1.972 -0.210
H -4.377 -3.297 0.675
H -4.520 -3.456 -1.042
H -2.595 -1.527 1.636
H -1.163 -1.969 0.729
H -2.233 -3.239 1.284
H -1.463 -0.588 -4.333
H -0.886 -2.268 -4.274
H -0.333 -1.109 -3.076
H -3.664 -1.799 -4.402
H -4.282 -2.561 -2.939
H -3.051 -3.379 -3.880
C 1.606 -0.780 -1.162
N 3.001 -0.581 -0.851
C 3.519 0.671 -1.369
P 4.191 -1.659 -0.224
O 4.804 -0.848 0.855
N 3.567 -2.969 0.713
C 2.192 -3.461 0.722
C 4.156 -3.100 2.049
N 4.481 -2.610 -1.611
C 5.687 -2.270 -2.367
C 3.458 -3.160 -2.464
H 1.426 -0.874 -2.244
H 1.015 0.072 -0.808
H 1.184 -1.653 -0.679
H 3.857 0.584 -2.413
H 4.362 1.019 -0.771
H 2.755 1.450 -1.326
H 1.445 -2.668 0.714
H 2.011 -4.032 1.631
H 1.998 -4.166 -0.092
H 3.678 -2.442 2.785
H 5.217 -2.873 2.036
H 4.050 -4.133 2.383
H 5.527 -1.423 -3.051
H 6.026 -3.126 -2.953
H 6.500 -2.001 -1.690
H 3.292 -2.542 -3.357
H 2.499 -3.287 -1.971
H 3.781 -4.151 -2.796
*
```



2.
Formula: C3H3BrI2
Source: OMol25
Level of theory: wB97M-V/def2-TZVPD

Calculated values
* HOMO energy (alpha / beta): -8.00 / -8.30 eV
* energy above the lowest of the compared OMol25 structures with the same formula, charge and spin: 2.189 eV

The geometry in ORCA input format:
```
! wB97M-V def2-TZVPD RIJCOSX def2/J DEFGRID3
* xyz 0 1
C 0.798 -0.094 0.012
C -0.993 -1.184 -0.761
C 0.288 1.095 0.616
Br -0.650 -2.470 -1.987
I 2.377 -0.195 -1.370
I -2.309 -1.429 0.832
H 0.270 1.961 0.037
H -0.661 0.864 1.169
H 0.880 1.452 1.453
*
```



3.
Formula: C45H61BMoN10OPS3
Source: OMol25
Level of theory: wB97M-V/def2-TZVPD

Calculated values
* HOMO energy (alpha / beta): -15.36 / -15.44 eV
* energy above the lowest of the compared OMol25 structures with the same formula, charge and spin: 0.000 eV

The geometry in ORCA input format:
```
! wB97M-V def2-TZVPD RIJCOSX def2/J DEFGRID3
* xyz 3 3
Mo -0.012 -0.605 0.175
C -1.528 -4.543 3.228
C -1.466 -3.695 4.499
C -2.480 -4.229 5.506
C -0.077 -3.699 5.132
N -1.830 -2.269 4.148
C -2.890 -1.572 4.702
C -2.902 -0.336 4.162
N -1.842 -0.265 3.284
B -1.307 0.868 2.431
N -2.329 1.733 1.734
C -2.957 2.868 2.206
C -3.828 3.266 1.256
N -3.723 2.390 0.189
C -2.799 1.470 0.498
S -2.298 0.088 -0.439
C -4.526 2.504 -1.092
C -5.527 3.645 -0.945
C -3.559 2.813 -2.229
C -5.290 1.199 -1.308
N -0.135 1.616 3.023
C 0.078 2.036 4.320
C 1.275 2.652 4.346
N 1.812 2.596 3.072
C 0.942 1.948 2.280
S 1.068 1.618 0.566
C 3.154 3.180 2.690
C 4.059 2.046 2.218
C 2.928 4.235 1.611
C 3.782 3.840 3.914
C -1.206 -1.453 3.286
S 0.235 -1.774 2.342
H -1.499 -5.596 3.505
H -0.677 -4.353 2.573
H -2.462 -4.367 2.690
H -2.197 -5.250 5.756
H -3.491 -4.261 5.098
H -2.473 -3.659 6.436
H 0.194 -4.725 5.379
H -0.071 -3.118 6.054
H 0.687 -3.308 4.461
H -3.554 -2.011 5.422
H -3.580 0.486 4.321
H -0.761 0.252 1.515
H -2.729 3.299 3.166
H -4.503 4.099 1.250
H -5.040 4.610 -0.800
H -6.245 3.466 -0.144
H -6.088 3.710 -1.876
H -3.104 3.795 -2.080
H -4.113 2.841 -3.168
H -2.765 2.071 -2.316
H -5.900 0.955 -0.437
H -4.634 0.359 -1.530
H -5.961 1.328 -2.157
H -0.636 1.866 5.108
H 1.783 3.122 5.165
H 3.680 1.592 1.306
H 4.156 1.277 2.985
H 5.051 2.451 2.018
H 2.512 3.812 0.697
H 3.886 4.693 1.361
H 2.267 5.023 1.974
H 3.976 3.126 4.716
H 3.180 4.667 4.291
H 4.742 4.254 3.612
N -1.001 -2.603 -0.367
C -0.600 -3.413 -1.515
C -0.911 -4.764 -1.554
C -0.601 -5.498 -2.688
C -0.005 -4.880 -3.782
C 0.306 -3.533 -3.732
C 0.034 -2.790 -2.581
P 0.447 -1.035 -2.455
C -0.409 -0.286 -3.864
C -1.795 -0.145 -3.849
C -2.464 0.300 -4.976
C -1.759 0.602 -6.134
C -0.382 0.439 -6.164
C 0.294 -0.010 -5.038
C 2.206 -0.872 -2.826
C 3.057 -1.959 -3.006
C 4.402 -1.745 -3.277
C 4.901 -0.452 -3.359
C 4.057 0.634 -3.158
C 2.713 0.427 -2.892
H -1.996 -2.394 -0.469
H -0.951 -3.166 0.482
H -1.411 -5.235 -0.715
H -0.841 -6.552 -2.728
H 0.213 -5.453 -4.673
H 0.767 -3.051 -4.587
H -2.363 -0.388 -2.962
H -3.542 0.400 -4.956
H -2.283 0.947 -7.015
H 0.172 0.652 -7.068
H 1.365 -0.142 -5.091
H 2.682 -2.973 -2.950
H 5.058 -2.591 -3.433
H 5.946 -0.290 -3.587
H 4.442 1.644 -3.232
H 2.047 1.269 -2.748
C 1.234 4.094 -2.979
C 0.051 3.185 -3.246
O -0.185 2.258 -2.173
H 1.429 4.730 -3.842
H 1.034 4.749 -2.127
H 2.139 3.524 -2.762
H 0.203 2.572 -4.134
H -0.847 3.785 -3.418
H -0.226 2.772 -1.358
N 5.561 -0.839 0.079
C 4.420 -1.549 0.120
C 3.160 -0.911 0.036
N 2.031 -1.598 0.138
C 2.127 -2.937 0.274
C 3.366 -3.545 0.333
N 4.503 -2.871 0.270
H 5.566 0.132 -0.175
H 6.435 -1.339 0.088
H 3.092 0.155 -0.103
H 1.221 -3.517 0.334
H 3.438 -4.621 0.443
*
```



4.
Formula: C4H4F2NO
Source: OMol25
Level of theory: wB97M-V/def2-TZVPD

Calculated values
* HOMO energy: -14.69 eV
* energy above the lowest of the compared OMol25 structures with the same formula, charge and spin: 1.952 eV

The geometry in ORCA input format:
```
! wB97M-V def2-TZVPD RIJCOSX def2/J DEFGRID3
* xyz 1 1
C -1.718 -0.663 -0.325
C 0.648 0.469 -0.167
C -1.523 -1.368 0.607
C 0.415 0.978 1.158
N 1.267 0.017 -1.055
O 1.862 -0.163 -2.176
F -1.869 0.221 -1.250
F -1.325 -2.265 1.451
H 1.375 -0.739 -2.865
H 0.233 0.115 1.857
H -0.488 1.637 1.314
H 1.123 1.761 1.450
*
```



5.
Formula: C24H52NO12S6
Source: OMol25
Level of theory: wB97M-V/def2-TZVPD

Calculated values
* HOMO energy: -12.14 eV
* energy above the lowest of the compared OMol25 structures with the same formula, charge and spin: 1.129 eV

The geometry in ORCA input format:
```
! wB97M-V def2-TZVPD RIJCOSX def2/J DEFGRID3
* xyz 1 1
N -0.233 1.629 -0.927
H 0.090 2.529 -1.270
H -0.352 1.178 -1.815
H -1.099 1.905 -0.500
H 0.455 1.080 -0.414
C -4.445 -1.203 -4.864
C -2.979 -1.340 -5.008
C -2.365 0.180 -4.923
S -3.497 0.812 -3.699
O -4.050 2.001 -4.219
O -2.863 0.852 -2.401
C -4.706 -0.440 -3.615
H -4.852 -2.164 -4.911
H -4.914 -0.655 -5.686
H -2.438 -1.790 -5.881
H -2.495 -1.870 -4.236
H -2.719 0.598 -5.888
H -1.273 0.202 -4.677
H -5.785 -0.050 -3.396
H -4.513 -1.037 -2.738
C 3.153 -2.902 -4.318
C 2.261 -2.618 -5.608
C 0.830 -2.271 -5.139
S 0.980 -1.977 -3.339
O 0.469 -3.225 -2.721
O 0.271 -0.728 -3.040
C 2.814 -1.893 -3.255
H 4.304 -2.694 -4.659
H 3.224 -3.965 -4.045
H 2.130 -3.232 -6.540
H 2.661 -1.888 -6.247
H 0.043 -2.814 -5.066
H 0.365 -1.330 -5.531
H 3.219 -2.008 -2.169
H 3.024 -0.931 -3.702
C 4.800 1.672 1.699
C 4.598 0.313 1.004
C 4.782 0.430 -0.475
S 4.100 1.921 -0.915
O 2.732 1.631 -1.300
O 5.038 2.462 -1.726
C 4.161 2.714 0.694
H 5.746 1.842 1.885
H 4.228 1.619 2.517
H 3.540 -0.065 1.233
H 5.429 -0.400 1.223
H 4.245 -0.185 -1.179
H 5.838 0.502 -0.966
H 3.064 2.926 0.910
H 4.762 3.783 0.569
C 0.505 -4.421 1.902
C 1.332 -3.600 2.909
C 2.305 -2.827 1.915
S 1.657 -2.778 0.220
O 2.606 -3.562 -0.501
O 1.402 -1.422 -0.188
C 0.206 -3.633 0.607
H -0.489 -5.044 2.414
H 1.154 -5.232 1.503
H 1.516 -3.919 3.955
H 0.561 -3.002 3.224
H 3.153 -3.366 1.834
H 2.568 -1.788 2.455
H 0.020 -4.216 -0.072
H -0.640 -2.950 0.632
C -4.580 3.137 3.654
C -4.912 1.626 3.759
C -4.816 0.986 2.356
S -3.584 1.844 1.310
O -4.083 2.084 0.123
O -2.379 1.071 1.383
C -3.559 3.309 2.398
H -4.088 3.530 4.365
H -5.590 3.743 3.596
H -5.954 1.476 4.118
H -4.207 1.015 4.314
H -5.728 1.060 1.786
H -4.541 0.093 2.416
H -3.818 4.124 1.781
H -2.491 3.453 2.640
C 0.574 2.789 5.585
C -0.405 1.612 5.664
C -0.697 1.134 4.244
S 0.713 1.553 3.293
O 0.493 2.086 1.998
O 1.623 0.497 3.345
C 1.312 2.818 4.174
H 1.208 2.922 6.413
H -0.082 3.774 5.570
H -1.024 1.818 6.434
H 0.133 0.830 6.172
H -1.451 1.708 3.671
H -1.158 0.055 4.070
H 1.210 3.767 3.550
H 2.279 2.710 4.257
*
```



6.
Formula: C31H39N5O2P2Pd
Source: OMol25
Level of theory: wB97M-V/def2-TZVPD

Calculated values
* HOMO energy (alpha / beta): -11.99 / -13.45 eV

The geometry in ORCA input format:
```
! wB97M-V def2-TZVPD RIJCOSX def2/J DEFGRID3
* xyz 2 5
Pd 0.311 1.171 0.260
C -1.183 1.390 -3.188
C -1.126 0.042 -3.106
C -0.313 -0.757 -4.067
C 1.087 -0.183 -4.445
C 1.802 0.483 -3.306
C 1.587 1.710 -2.798
C 0.837 2.800 -3.517
C -0.434 2.189 -4.184
C 1.270 1.120 2.196
H -1.888 1.985 -2.629
H -1.836 -0.504 -2.501
H -0.901 -0.815 -4.993
H -0.211 -1.801 -3.715
H 1.700 -0.993 -4.842
H 0.979 0.521 -5.285
H 2.620 -0.122 -2.925
H 2.114 2.040 -1.907
H 1.463 3.289 -4.292
H 0.470 3.613 -2.852
H -1.068 3.002 -4.554
H -0.187 1.623 -5.094
H 0.739 1.825 2.853
H 2.312 1.404 2.249
H 1.171 0.132 2.689
P 1.939 -0.467 0.122
P -1.435 -0.471 0.600
N 3.339 0.635 -0.158
N 2.691 -1.714 1.100
N -2.704 0.649 0.102
N -2.848 -1.530 1.283
C 0.889 -1.484 -1.036
C -0.592 -1.776 -0.589
C 3.179 2.023 0.081
C 4.221 2.709 -0.509
C 5.031 1.735 -1.170
C 4.507 0.477 -0.915
C 3.444 -1.455 2.265
C 4.183 -2.576 2.610
C 3.911 -3.593 1.622
C 2.984 -3.045 0.731
C -2.572 2.063 0.173
C -3.324 2.622 -0.846
C -4.005 1.551 -1.513
C -3.596 0.367 -0.933
C -4.210 -1.761 1.123
C -4.582 -2.914 1.838
C -3.403 -3.395 2.468
C -2.370 -2.566 2.078
H 1.421 -2.423 -1.195
H 0.886 -0.958 -2.012
H -1.220 -1.813 -1.487
H -0.635 -2.735 -0.039
H 2.333 2.422 0.617
H 4.367 3.772 -0.440
H 5.863 1.959 -1.809
H 4.835 -0.532 -1.132
H 3.321 -0.519 2.792
H 4.895 -2.682 3.437
H 4.378 -4.572 1.526
H 2.486 -3.496 -0.110
H -2.155 2.521 1.053
H -3.377 3.661 -1.110
H -4.696 1.594 -2.333
H -3.868 -0.654 -1.143
H -4.849 -1.117 0.547
H -5.556 -3.397 1.839
H -3.289 -4.270 3.108
H -1.315 -2.602 2.331
O -2.121 2.668 3.183
C -1.959 1.514 3.572
C -2.418 1.024 4.945
C -1.739 -0.342 5.099
C -0.955 -0.482 3.822
O -0.053 -1.339 3.677
N -1.352 0.459 2.901
H -2.128 1.723 5.754
H -3.526 0.932 4.916
H -1.075 -0.408 5.981
H -2.490 -1.157 5.140
*
```



7.
Formula: C6H10I2S
Source: OMol25
Level of theory: wB97M-V/def2-TZVPD

Calculated values
* HOMO energy: -8.12 eV
* energy above the lowest of the compared OMol25 structures with the same formula, charge and spin: 2.580 eV

The geometry in ORCA input format:
```
! wB97M-V def2-TZVPD RIJCOSX def2/J DEFGRID3
* xyz 0 1
C 0.717 -0.207 1.876
C 0.637 -1.398 1.035
C 0.992 1.438 0.316
C -0.092 -1.089 -0.301
C -0.250 2.258 0.718
C -0.283 -2.135 -1.339
S 0.912 0.322 -1.044
I 2.433 0.148 3.025
I -0.336 -3.098 1.865
H -0.221 0.135 2.195
H 1.625 -1.589 0.791
H 1.991 1.551 0.608
H -1.127 -0.683 -0.072
H 0.097 2.843 1.611
H -1.091 1.616 0.908
H -0.719 2.931 -0.129
H 0.635 -2.649 -1.691
H -0.888 -1.819 -2.267
H -0.823 -3.010 -0.909
*
```



8.
Formula: C5H6N4O
Source: OMol25
Level of theory: wB97M-V/def2-TZVPD

Calculated values
* HOMO energy (alpha / beta): -8.77 / -8.77 eV
* energy above the lowest of the compared OMol25 structures with the same formula, charge and spin: 5.751 eV

The geometry in ORCA input format:
```
! wB97M-V def2-TZVPD RIJCOSX def2/J DEFGRID3
* xyz 0 1
C 2.058 0.240 -1.009
C 1.256 -0.797 -0.501
C 0.957 1.140 0.484
C -0.511 0.985 1.933
C -1.660 -0.775 -0.763
N 1.850 1.407 -0.447
N 0.206 1.913 1.367
N 0.561 -0.176 0.507
N -0.370 -0.294 1.393
O -1.857 -0.772 0.612
H 2.722 0.266 -1.843
H 1.068 -1.872 -0.755
H -1.300 1.162 2.611
H -2.657 -1.097 -1.221
H -1.019 -1.525 -1.198
H -1.303 0.196 -1.171
*
```